(1)
{
  "formula": "C11H24ClI2N2P2Y",
  "method": "the ωB97M-V functional and the def2-TZVPD basis",
  "e_homo_ha": -0.49025,
  "orbital_gap_ev": 4.85,
  "total_charge": 2,
  "relative_energy_ev": 2.940,
  "e_tot_ev": -63106.8176,
  "species": ["I", "I", "Y", "P", "C", "C", "H", "H", "H", "H", "H", "H", "C", "H", "H", "H", "P", "C", "C", "H", "H", "H", "C", "H", "H", "H", "H", "H", "H", "Cl", "N", "C", "C", "C", "C", "C", "N", "H", "H", "H", "H", "H", "H"],
  "xyz": [[-4.7227, 5.8687, -1.6136], [-5.3598, 4.1307, -3.5846], [-1.3062, 1.2190, -0.0650], [0.9443, 1.7156, -1.3114], [0.5841, 3.1156, -2.3942], [2.2918, 2.2318, -0.2303], [3.1630, 2.5224, -0.8156], [2.5032, 0.8120, -2.9534], [2.5905, 1.4227, 0.4449], [1.8867, -0.4095, -1.8344], [0.2200, 3.9830, -1.8333], [1.9811, 3.0815, 0.3855], [1.6191, 0.4700, -2.4195], [1.4699, 3.4181, -2.9532], [0.8598, 0.1460, -3.1358], [-0.1976, 2.8582, -3.1184], [-2.8716, -0.1168, 1.5727], [-4.4734, 0.6632, 1.4092], [-2.9955, -1.8611, 1.1744], [-1.4014, -0.4298, 3.4379], [-3.0806, -0.5329, 3.9692], [-2.2709, 1.0446, 3.6205], [-2.4011, 0.0034, 3.3117], [-2.0242, -2.3613, 1.2254], [-3.6809, -2.3449, 1.8685], [-5.1540, 0.1514, 2.0840], [-4.8246, 0.5844, 0.3769], [-3.3656, -1.9951, 0.1539], [-4.4038, 1.7244, 1.6711], [0.0845, -0.0077, 1.7049], [3.2201, -0.5628, 1.2632], [2.8357, -1.6378, 0.5133], [3.6811, -2.6882, 0.1580], [3.2341, -3.7056, -0.6711], [1.9048, -3.6288, -1.1180], [1.1035, -2.5394, -0.7270], [1.5906, -1.5569, 0.0221], [2.4902, -0.1828, 1.8781], [4.1658, -0.6371, 1.6989], [4.7058, -2.6383, 0.5539], [3.8708, -4.5570, -0.9592], [1.4529, -4.3726, -1.7504], [0.0805, -2.4001, -1.0100]],
  "atomic_forces_ev_per_a": [[-0.08, -0.42, -0.38], [0.17, 0.32, 0.44], [0.39, -0.19, 1.66], [1.95, -0.21, -0.97], [-0.44, 0.52, -0.19], [0.03, 0.20, 0.50], [-0.02, 0.07, -0.15], [-0.02, 0.25, -0.05], [-0.14, 0.00, -0.31], [0.04, 0.16, 0.01], [0.14, 0.00, -0.01], [0.04, 0.01, -0.11], [-0.03, -0.60, -0.15], [0.04, 0.01, 0.02], [0.07, 0.13, -0.09], [0.14, -0.05, 0.00], [0.02, -0.52, 0.68], [-0.43, -0.12, -0.02], [-0.23, -0.48, -0.21], [-0.56, -0.08, -0.05], [-0.33, 0.16, -0.01], [-0.36, -0.05, 0.00], [0.51, -0.10, 0.41], [-0.02, 0.23, 0.18], [-0.06, -0.15, -0.02], [-0.46, 0.22, -0.03], [-0.19, -0.06, 0.12], [-0.13, 0.01, 0.11], [-0.11, -0.14, 0.12], [-0.56, 1.77, -1.12], [1.51, 0.61, 1.46], [-1.01, -0.59, -1.28], [1.05, 0.01, 0.38], [-0.56, 0.21, -0.05], [-0.81, 0.48, 0.16], [2.18, -0.83, 0.23], [0.12, -0.10, 0.14], [0.72, -0.41, -0.38], [-1.39, 0.11, -0.40], [-0.45, -0.38, -0.27], [-0.32, 0.62, 0.20], [0.15, -0.30, -0.10], [-0.54, -0.32, -0.45]]
}



(2)
{
  "formula": "C6H11NO",
  "method": "the ωB97M-V functional and the def2-TZVPD basis",
  "smiles": "CC(=O)N1CCCC1",
  "e_homo_ha": -0.32758,
  "orbital_gap_ev": 9.86,
  "relative_energy_ev": 0.714,
  "e_tot_ev": -9937.7405,
  "species": ["C", "C", "N", "C", "C", "C", "C", "O", "H", "H", "H", "H", "H", "H", "H", "H", "H", "H", "H"],
  "xyz": [[-1.5089, 1.7988, -1.3402], [-0.5726, 1.4663, -0.2519], [0.2488, 0.3675, -0.2447], [-0.1199, -0.9855, -0.7268], [0.4563, -1.9212, 0.3963], [0.7733, -1.0045, 1.5359], [1.2661, 0.2591, 0.8108], [-0.5056, 2.2475, 0.7044], [-1.3835, 2.8754, -1.4512], [-1.1670, 1.3911, -2.3020], [-2.5800, 1.7008, -1.1665], [-1.1899, -0.9970, -0.9083], [0.4099, -1.2029, -1.6587], [-0.3957, -2.5750, 0.6230], [1.3573, -2.3982, 0.0272], [-0.1542, -0.6933, 2.0308], [1.3905, -1.4754, 2.2935], [1.4972, 1.1376, 1.3936], [2.1780, 0.0090, 0.2349]],
  "atomic_forces_ev_per_a": [[0.30, 0.49, -1.77], [0.34, 0.20, 2.83], [-0.38, 0.71, -0.41], [1.39, 0.95, 0.08], [-1.92, 0.23, -0.90], [-0.40, 0.96, 0.58], [0.73, -1.49, -0.90], [0.05, -0.08, -0.70], [0.02, 0.11, 0.02], [-0.54, -0.28, 0.21], [0.19, -0.62, 0.22], [-0.10, -0.39, 0.18], [-0.24, 0.02, -0.11], [0.83, -0.59, 0.15], [-0.14, -0.47, 0.01], [0.04, -0.15, 0.09], [0.43, 0.20, -0.03], [-0.66, 0.21, 0.00], [0.06, 0.02, 0.47]]
}



(3)
{
  "formula": "C22H41BCl2N5O5SSi",
  "method": "the ωB97M-V functional and the def2-TZVPD basis",
  "e_homo_ha": -0.39601,
  "orbital_gap_ev": 4.30,
  "total_charge": 1,
  "e_tot_ev": -85594.3878,
  "species": ["C", "C", "Cl", "C", "Cl", "C", "N", "C", "O", "O", "C", "B", "N", "O", "C", "N", "C", "S", "N", "C", "C", "O", "Si", "C", "C", "C", "H", "H", "H", "H", "H", "H", "H", "H", "H", "H", "H", "H", "H", "H", "H", "H", "H", "H", "H", "H", "H", "H", "H", "C", "C", "C", "C", "C", "C", "N", "O", "C", "C", "C", "H", "H", "H", "H", "H", "H", "H", "H", "H", "H", "H", "H", "H", "H", "H", "H", "H", "H"],
  "xyz": [[-2.9949, 5.1091, -1.0085], [-2.5509, 5.8855, 0.1977], [-3.5592, 7.2050, 0.6127], [-1.4501, 5.5734, 0.8867], [-0.9895, 6.5177, 2.2521], [-0.5511, 4.4123, 0.4882], [0.7250, 4.4800, 1.2455], [1.6765, 5.0328, 0.7348], [2.6229, 5.4963, 0.2923], [-1.1695, 3.1895, 0.7630], [-1.2666, 2.2794, -0.3181], [-2.7294, 1.6257, -0.3875], [-3.2045, 1.0158, -1.6418], [-3.5197, 1.5791, 0.7253], [-0.2504, 1.0922, -0.1880], [-0.0903, 0.5587, -1.6212], [0.7450, 1.0839, -2.3224], [1.8349, 1.7604, -3.2037], [0.9940, 1.3808, 0.4106], [1.1982, 0.8593, 1.7722], [1.8406, 1.8398, 2.7411], [0.8818, 2.4764, 3.5677], [0.5883, 1.8270, 5.0718], [0.3829, -0.0395, 5.0397], [1.9093, 2.3280, 6.3146], [-1.0481, 2.5447, 5.6084], [-3.9787, 5.4264, -1.3296], [-3.0810, 4.0601, -0.7345], [-2.2803, 5.1789, -1.8258], [-0.2882, 4.5204, -0.5662], [-1.1070, 2.7607, -1.2856], [-2.7916, 0.1042, -1.7949], [-2.9044, 1.5964, -2.4185], [-4.3514, 2.0379, 0.5565], [-0.7254, 0.2739, 0.3459], [1.2563, 2.3504, 0.3230], [0.2696, 0.4809, 2.1903], [1.8644, -0.0055, 1.6982], [2.4358, 2.5819, 2.2128], [2.5408, 1.2691, 3.3581], [0.0703, -0.3577, 6.0321], [1.2819, -0.5787, 4.7485], [-0.4188, -0.3186, 4.3567], [1.4788, 3.0895, 6.9587], [2.2495, 1.4882, 6.9116], [2.7427, 2.7791, 5.7800], [-1.2518, 2.3213, 6.6521], [-1.1021, 3.6089, 5.3971], [-1.8382, 2.0690, 5.0256], [-1.2551, -4.5582, -1.9172], [-0.1083, -3.5194, -1.9850], [-0.1436, -2.7432, -3.3112], [0.2914, -3.5587, -4.5285], [1.6597, -4.2063, -4.3158], [1.7497, -5.0603, -3.0420], [1.2508, -4.1908, -1.8965], [2.1049, -3.4738, -1.4463], [0.9190, -6.3471, -3.1903], [3.1832, -5.5092, -2.7841], [-0.3092, -2.5679, -0.8153], [-1.5979, -4.8759, -2.8994], [-0.9693, -5.4445, -1.3516], [-2.1136, -4.1292, -1.4090], [0.5021, -1.8636, -3.2207], [-1.1602, -2.3749, -3.4421], [-0.4551, -4.3179, -4.7699], [0.3434, -2.8972, -5.3936], [1.9106, -4.8504, -5.1571], [2.4250, -3.4243, -4.2776], [0.8669, -6.8941, -2.2490], [1.3989, -6.9927, -3.9208], [-0.0938, -6.1781, -3.5441], [3.8880, -4.6793, -2.7702], [3.4838, -6.1824, -3.5814], [3.2638, -6.0464, -1.8387], [-0.2384, -3.0889, 0.1415], [-1.2991, -2.1272, -0.8877], [0.4057, -1.7482, -0.8215]],
  "atomic_forces_ev_per_a": [[-0.05, -0.31, 0.32], [0.40, -0.37, -0.25], [-0.08, 0.20, 0.15], [-0.35, 0.45, 0.21], [0.02, -0.09, 0.05], [0.56, 0.25, 0.91], [-0.64, -0.12, -0.58], [-1.09, -0.72, 0.63], [1.67, 0.90, -0.63], [0.01, 0.14, -0.39], [-0.49, -0.62, 0.19], [-0.12, -0.32, -0.26], [0.10, 0.75, 0.20], [0.43, 0.71, 0.07], [-0.12, 0.16, -0.57], [0.37, 0.48, 0.17], [-0.43, -0.40, 0.27], [0.20, 0.09, -0.30], [-0.31, -0.07, 0.34], [0.61, -0.32, -0.51], [-0.30, -0.20, 0.46], [0.26, -0.20, -0.24], [-0.55, 0.30, 0.74], [0.03, 0.27, -0.34], [-0.26, -0.06, -0.67], [0.05, -0.39, -0.55], [0.00, 0.18, -0.18], [-0.02, -0.11, -0.02], [0.01, 0.13, -0.16], [-0.35, -0.23, -0.26], [0.33, 0.27, 0.01], [-0.23, -0.17, -0.05], [0.16, -0.27, -0.23], [-0.35, -0.65, 0.12], [0.08, -0.15, 0.15], [-0.05, 0.10, 0.18], [-0.20, 0.19, 0.13], [0.07, -0.09, -0.02], [-0.04, 0.17, -0.09], [0.16, 0.00, 0.03], [0.11, -0.09, 0.15], [0.11, -0.13, 0.08], [-0.08, -0.04, -0.09], [0.05, 0.07, 0.18], [0.14, -0.03, 0.13], [0.25, -0.02, 0.11], [0.03, 0.20, 0.19], [0.01, 0.18, 0.22], [-0.12, 0.01, -0.07], [0.23, -0.33, -0.17], [-2.21, -0.80, 1.19], [0.87, 0.03, -0.67], [-0.06, -0.19, 0.18], [-0.37, 0.98, 0.01], [0.05, -2.51, -0.05], [1.54, 3.55, -2.49], [-0.67, -1.41, 0.89], [-0.44, 0.18, 0.18], [0.22, 0.59, 0.35], [0.78, 0.19, 0.27], [0.08, -0.03, -0.01], [-0.02, 0.01, 0.02], [0.06, 0.16, 0.02], [0.00, -0.03, 0.14], [-0.08, -0.06, 0.18], [0.00, 0.00, -0.01], [-0.01, 0.00, -0.01], [0.04, -0.18, 0.10], [0.03, -0.05, 0.13], [0.04, -0.02, -0.01], [0.15, 0.07, -0.01], [0.02, 0.04, 0.03], [-0.03, 0.01, 0.04], [-0.09, -0.03, -0.07], [-0.01, -0.03, -0.01], [-0.04, -0.06, -0.03], [-0.07, -0.07, -0.13], [0.03, -0.03, 0.01]]
}



(4)
{
  "formula": "C5H5N",
  "method": "the ωB97M-V functional and the def2-TZVPD basis",
  "e_homo_ha": -0.31525,
  "orbital_gap_ev": 7.89,
  "relative_energy_ev": 5.456,
  "e_tot_ev": -6750.4514,
  "species": ["C", "C", "C", "C", "C", "N", "H", "H", "H", "H", "H"],
  "xyz": [[1.6041, 0.0224, -0.2338], [1.5056, -1.1925, -1.0351], [2.0615, 1.1233, 0.3316], [0.4025, -0.9010, -0.0851], [-0.9539, -0.4734, -0.5990], [2.4116, 2.2268, 0.6558], [0.3571, -1.4552, 0.8537], [-1.4800, 0.1288, 0.1403], [-1.5490, -1.3604, -0.8153], [-0.8523, 0.1038, -1.5181], [2.9630, 2.5421, 1.4283]],
  "atomic_forces_ev_per_a": [[-0.72, -1.13, 0.08], [0.65, 1.55, 0.83], [0.19, -0.36, -1.16], [0.05, 0.69, 0.40], [0.06, -0.11, -0.15], [-0.34, -0.47, -0.17], [0.12, -0.19, -0.16], [-0.02, 0.04, 0.01], [-0.10, -0.01, -0.02], [-0.02, 0.01, 0.03], [0.14, -0.01, 0.30]]
}